Record 1
DFT (ωB97M-V with the def2-TZVPD basis set) results for an isolated ion of composition C4H7N2 and charge +1.

Summary:
orbital gap	0.3779	hartree
relative energy (zero: lowest compared OMol25 entry of this formula, charge and spin)	356.9	kJ/mol
DFT total energy	-265.772545	Ha
SMILES	C=[N+](C)[C@@H]1C=N1
maximum force	0.0284	hartree/bohr

Geometry as ORCA input:
```
! RIJCOSX wB97M-V def2-TZVPD def2/J DEFGRID3
* xyz 1 1
C 0.79498 -1.50560 0.13628
N 0.36843 -0.32633 -0.04917
C 1.15890 0.85078 0.20278
C -0.97918 -0.12807 -0.57636
C -1.92187 0.75627 0.09182
N -2.10945 -0.45745 0.33172
H 0.15387 -2.35616 -0.05972
H 1.79994 -1.68222 0.49762
H 1.28266 1.41193 -0.72532
H 0.63765 1.49606 0.91314
H 2.13545 0.58750 0.60471
H -1.06494 -0.39938 -1.62284
H -2.25642 1.75268 0.25535
*
```

Here are the Löwdin charges for atoms 1 to 8, given in e: number 1, C, carries 0.2201; number 2, N, carries -0.1198; number 3, C, carries 0.0202; number 4, C, carries -0.2463; number 5, C, carries -0.0050; number 6, N, carries 0.2222; number 7, H, carries 0.1391; number 8, H, carries 0.1329

---

Record 2
DFT (ωB97M-V with the def2-TZVPD basis set) results for an isolated ion of composition C4H7N2 and charge +1.

Summary:
orbital gap	0.3912	hartree
relative energy (zero: lowest compared OMol25 entry of this formula, charge and spin)	540.9	kJ/mol
DFT total energy	-265.702460	Ha
SMILES	C1N[C@]23C[N@@+]12C3
maximum force	0.0808	hartree/bohr

Geometry as ORCA input:
```
! RIJCOSX wB97M-V def2-TZVPD def2/J DEFGRID3
* xyz 1 1
C 1.14027 -0.09140 -0.67721
N 1.18312 0.30878 0.73933
C -0.22359 0.26178 0.92796
C -0.93168 -0.98658 0.43432
N -0.39028 0.02967 -0.61231
C -0.84499 1.23760 0.04303
H 1.78236 0.54420 -1.36585
H 1.44290 -1.04253 -0.82683
H 1.75227 -0.36813 1.23141
H -0.42612 -1.91510 0.39373
H -1.94581 -1.06528 0.32475
H -1.99947 1.32122 0.12978
H -0.21167 2.10911 -0.21555
*
```

Here are the Löwdin charges for atoms 1 to 8, given in e: number 1, C, carries -0.0378; number 2, N, carries 0.0521; number 3, C, carries -0.1744; number 4, C, carries 0.1470; number 5, N, carries 0.0143; number 6, C, carries 0.0196; number 7, H, carries 0.1682; number 8, H, carries 0.0923

---

Record 3
DFT (ωB97M-V with the def2-TZVPD basis set) results for an isolated ion of composition C4H7N2 and charge +1.

Summary:
orbital gap	0.2667	hartree
relative energy (zero: lowest compared OMol25 entry of this formula, charge and spin)	498.4	kJ/mol
DFT total energy	-265.718647	Ha
maximum force	0.0723	hartree/bohr

Geometry as ORCA input:
```
! RIJCOSX wB97M-V def2-TZVPD def2/J DEFGRID3
* xyz 1 1
C -0.76939 -1.13415 0.29731
C 0.66348 -1.12542 -0.19680
C 0.84131 1.34575 0.32392
C -2.11634 0.85550 -0.06557
N -1.56093 -0.18462 -0.02419
N 1.28354 0.24526 -0.16940
H -1.20285 -2.02359 0.86648
H 1.17690 -1.61287 0.53155
H 0.79243 -1.61343 -1.18675
H 1.44391 2.23930 0.09629
H -0.13283 1.19081 0.89375
H -2.50957 1.54128 -0.67408
H 2.09035 0.27619 -0.69251
*
```

Here are the Löwdin charges for atoms 1 to 8, given in e: number 1, C, carries -0.1301; number 2, C, carries -0.0763; number 3, C, carries 0.1917; number 4, C, carries 0.1674; number 5, N, carries -0.0545; number 6, N, carries 0.0631; number 7, H, carries 0.1593; number 8, H, carries 0.0954

---

Record 4
DFT (ωB97M-V with the def2-TZVPD basis set) results for an isolated ion of composition C4H7N2 and charge +1.

Summary:
orbital gap	0.3211	hartree
relative energy (zero: lowest compared OMol25 entry of this formula, charge and spin)	465.9	kJ/mol
DFT total energy	-265.731022	Ha
SMILES	C#C[N+](=C)CN
maximum force	0.0719	hartree/bohr

Geometry as ORCA input:
```
! RIJCOSX wB97M-V def2-TZVPD def2/J DEFGRID3
* xyz 1 1
C 2.24224 0.81573 0.64322
C 1.39264 -0.01454 0.43304
N 0.29634 -0.61556 -0.01561
C 0.24615 -1.84247 -0.33784
C -0.85013 0.15732 -0.43338
N -1.26179 1.17891 0.54581
H 2.80996 1.53571 1.17253
H 1.04873 -2.57422 -0.20338
H -0.73486 -2.13010 -0.77067
H -0.50331 0.59920 -1.40168
H -1.63215 -0.57819 -0.48837
H -2.21175 1.36902 0.32293
H -0.84207 2.09920 0.53341
*
```

Here are the Löwdin charges for atoms 1 to 8, given in e: number 1, C, carries 0.2586; number 2, C, carries -0.0929; number 3, N, carries -0.1162; number 4, C, carries 0.2329; number 5, C, carries -0.1734; number 6, N, carries 0.0683; number 7, H, carries 0.0701; number 8, H, carries 0.1525

---

Record 5
DFT (ωB97M-V with the def2-TZVPD basis set) results for C4H7N2 as an isolated structure.

Summary:
orbital gap (alpha / beta)	0.3108 / 0.3107	hartree
relative energy (zero: lowest compared OMol25 entry of this formula, charge and spin)	703.8	kJ/mol
DFT total energy	-265.640431	Ha
maximum force	0.1012	hartree/bohr

Geometry as ORCA input:
```
! RIJCOSX wB97M-V def2-TZVPD def2/J DEFGRID3
* xyz 1 1
C -0.29183 0.82444 1.47944
C 0.55997 -0.20241 1.27568
C 0.40535 -0.02094 -0.23828
C -0.23196 -1.10036 -1.07264
N -1.13702 1.59305 1.01533
N -0.77246 1.43001 -0.30141
H 1.64493 -0.01358 1.56806
H 0.22298 -1.13542 1.63937
H 1.22758 0.43779 -0.78127
H 0.40635 -1.50190 -1.80621
H -1.01756 -0.63770 -1.67480
H -0.46415 -1.93638 -0.35616
H -0.55219 2.26337 -0.74711
*
```

Here are the Löwdin charges for atoms 1 to 8, given in e: number 1, C, carries 0.0791; number 2, C, carries -0.0564; number 3, C, carries -0.1231; number 4, C, carries -0.0211; number 5, N, carries 0.1401; number 6, N, carries 0.1065; number 7, H, carries 0.1846; number 8, H, carries 0.1428

---

Record 6
DFT (ωB97M-V with the def2-TZVPD basis set) results for an isolated ion of composition C4H7N2 and charge +1.

Summary:
orbital gap	0.4057	hartree
relative energy (zero: lowest compared OMol25 entry of this formula, charge and spin)	91.7	kJ/mol
DFT total energy	-265.873549	Ha
SMILES	[NH2+]=C1C=CCN1
maximum force	0.0515	hartree/bohr

Geometry as ORCA input:
```
! RIJCOSX wB97M-V def2-TZVPD def2/J DEFGRID3
* xyz 1 1
N 0.98302 -1.51737 1.20724
C 0.42876 -0.57542 0.45431
C -0.40033 -0.82938 -0.79803
C -0.93187 0.32746 -1.16673
C -0.25615 1.44904 -0.44063
N 0.36404 0.74224 0.70363
H 0.59166 -2.45800 1.00439
H 1.34602 -1.33721 2.10596
H -0.66175 -1.74699 -1.31530
H -1.62072 0.63174 -1.93838
H 0.38780 1.73985 -1.23889
H -0.84544 2.24716 -0.03994
H 0.61497 1.32687 1.46237
*
```

Here are the Löwdin charges for atoms 1 to 8, given in e: number 1, N, carries 0.2231; number 2, C, carries -0.2508; number 3, C, carries 0.0329; number 4, C, carries -0.0106; number 5, C, carries -0.1011; number 6, N, carries 0.1238; number 7, H, carries 0.1618; number 8, H, carries 0.1227

---

Record 7
DFT (ωB97M-V with the def2-TZVPD basis set) results for an isolated ion of composition C4H7N2 and charge +1.

Summary:
orbital gap	0.2427	hartree
relative energy (zero: lowest compared OMol25 entry of this formula, charge and spin)	580.4	kJ/mol
DFT total energy	-265.687432	Ha
SMILES	[H]/N=C(/C)C=[N+]=C
maximum force	0.0640	hartree/bohr

Geometry as ORCA input:
```
! RIJCOSX wB97M-V def2-TZVPD def2/J DEFGRID3
* xyz 1 1
H -0.02731 1.93339 1.14835
N 0.74288 1.28943 0.98964
C 0.57462 0.32924 0.17203
C 1.75984 -0.64700 -0.07397
C -0.42453 0.35174 -0.92482
N -1.67674 0.10009 -0.66055
C -2.15198 -0.54772 0.35629
H 1.59124 -1.53598 -0.65957
H 1.89195 0.23974 -0.73616
H 2.48858 -0.60961 0.73720
H -0.00400 0.42456 -1.93307
H -1.53965 -0.88490 1.19026
H -3.22490 -0.44298 0.39437
*
```

Here are the Löwdin charges for atoms 1 to 8, given in e: number 1, H, carries 0.0856; number 2, N, carries 0.1928; number 3, C, carries -0.4444; number 4, C, carries 0.0492; number 5, C, carries 0.0878; number 6, N, carries 0.1064; number 7, C, carries 0.2059; number 8, H, carries 0.0898

---

Record 8
DFT (ωB97M-V with the def2-TZVPD basis set) results for a 2-piece molecular cluster, C4H7N2 overall.

Summary:
orbital gap (alpha / beta)	0.3324 / 0.2493	hartree
relative energy (zero: lowest compared OMol25 entry of this formula, charge and spin)	1001.3	kJ/mol
DFT total energy	-265.527101	Ha
maximum force	0.1003	hartree/bohr

Geometry as ORCA input:
```
! RIJCOSX wB97M-V def2-TZVPD def2/J DEFGRID3
* xyz 1 1
C -1.53637 0.25698 1.28107
C -1.00758 -0.79382 1.94301
C -0.72078 -1.70405 0.84193
C 1.40362 0.75931 -1.48815
N 0.85431 1.02739 -0.31816
N -0.84740 -0.35153 0.28597
H -1.91005 1.21248 1.24253
H 0.30242 -2.18381 0.93519
H -1.47993 -2.39323 0.88638
H 0.86894 0.78375 -2.35957
H 1.88940 1.77343 -1.55699
H 1.95009 -0.12690 -1.36625
H 0.23332 1.74000 -0.32696
*
```

Here are the Löwdin charges for atoms 1 to 8, given in e: number 1, C, carries 0.0110; number 2, C, carries 0.1767; number 3, C, carries -0.0582; number 4, C, carries -0.1483; number 5, N, carries 0.1331; number 6, N, carries 0.1148; number 7, H, carries 0.1150; number 8, H, carries 0.1636